Record 1
ORCA calculation (ωB97M-V/def2-TZVPD) on 8 unconnected molecules or ions with the total composition C33H82O24S5.

Results
Relative energy (zero: lowest compared OMol25 entry of this formula, charge and spin): 0.0 kcal per mole
Total charge: 0
Electronic energy: -5102.93379 Eh
HOMO energy: -9.3 eV

Last column: Mulliken charge in e.
Element x y z (Å)
1 O -2.579 4.974 2.889  -0.636
2 S -3.708 4.068 2.971  1.220
3 O -4.106 3.303 4.104  -0.615
4 O -4.987 5.008 2.503  -0.374
5 C -6.258 4.625 3.028  -0.134
6 C -7.411 5.276 2.273  -1.186
7 C -3.696 2.939 1.575  -0.671
8 H -6.348 4.894 4.082  0.285
9 H -6.331 3.533 2.989  0.314
10 H -7.247 5.478 1.216  0.322
11 H -7.624 6.224 2.771  0.300
12 H -8.319 4.681 2.367  0.345
13 H -4.210 3.489 0.789  0.412
14 H -4.282 2.039 1.735  0.384
15 H -2.658 2.733 1.328  0.016
16 O -2.756 -1.239 0.988  -0.701
17 S -1.746 -0.710 0.085  0.850
18 O -1.947 0.559 -0.555  -0.373
19 O -0.344 -0.602 0.911  0.198
20 C 0.003 -1.501 1.947  -0.417
21 C 0.383 -0.626 3.148  -0.906
22 C -1.358 -1.961 -1.131  -0.990
23 H 0.736 -2.241 1.625  0.129
24 H -0.854 -2.084 2.306  0.574
25 H 1.256 -0.048 2.841  -0.056
26 H 0.722 -1.174 4.028  0.358
27 H -0.442 0.018 3.441  0.337
28 H -2.237 -2.395 -1.611  0.188
29 H -0.818 -2.772 -0.648  0.437
30 H -0.859 -1.483 -1.972  0.252
31 O 8.006 0.077 0.422  -0.640
32 S 6.689 0.312 0.950  0.990
33 O 5.635 0.866 0.135  -0.516
34 O 6.168 -1.101 1.570  -0.170
35 C 5.227 -1.915 0.831  -0.958
36 C 3.802 -1.573 1.177  0.454
37 C 6.756 1.119 2.601  -0.466
38 H 5.508 -2.876 1.277  0.311
39 H 5.412 -2.038 -0.236  0.223
40 H 3.104 -2.366 0.904  0.131
41 H 3.536 -0.695 0.580  -0.012
42 H 3.612 -1.281 2.210  -0.047
43 H 6.986 2.171 2.445  0.531
44 H 7.568 0.592 3.088  0.388
45 H 5.724 0.982 2.916  -0.389
46 O 4.471 -5.442 6.028  -0.599
47 S 4.867 -5.877 4.716  1.175
48 O 5.387 -7.187 4.453  -0.631
49 O 3.528 -5.763 3.734  -0.463
50 C 2.757 -4.575 3.888  0.601
51 C 1.277 -4.913 3.773  -1.473
52 C 5.865 -4.615 3.878  -0.287
53 H 2.986 -3.865 3.084  -0.103
54 H 3.008 -4.065 4.819  0.374
55 H 0.570 -4.098 3.635  0.266
56 H 0.935 -5.515 4.616  0.380
57 H 1.203 -5.566 2.898  0.357
58 H 6.142 -5.101 2.948  0.362
59 H 6.705 -4.377 4.522  0.473
60 H 5.164 -3.796 3.737  -0.396
61 O 1.882 -3.939 -1.166  -0.605
62 S 2.174 -3.260 -2.404  1.204
63 O 1.101 -2.776 -3.229  -0.575
64 O 3.171 -2.058 -2.000  -0.090
65 C 3.398 -0.983 -2.921  -0.651
66 C 2.963 0.345 -2.331  -0.361
67 C 3.256 -4.306 -3.474  -1.130
68 H 2.917 -1.188 -3.881  0.510
69 H 4.457 -0.996 -3.190  0.324
70 H 2.013 0.289 -1.792  -0.124
71 H 2.858 1.123 -3.086  0.494
72 H 3.639 0.707 -1.553  -0.022
73 H 3.548 -3.867 -4.422  0.346
74 H 2.609 -5.167 -3.636  0.422
75 H 4.105 -4.575 -2.851  0.333
76 C -0.840 2.461 -3.117  -0.229
77 O 0.100 3.520 -3.287  -0.362
78 C 0.571 3.571 -4.616  -0.629
79 C -0.272 4.326 -5.634  -0.557
80 O -1.577 3.790 -5.683  -0.163
81 C -2.367 4.515 -6.592  -0.450
82 C -3.862 4.167 -6.451  -0.735
83 O -4.250 4.385 -5.101  -0.177
84 C -4.842 5.681 -4.976  -0.822
85 H -0.486 1.445 -3.319  0.171
86 H -1.690 2.711 -3.752  0.279
87 H -1.179 2.413 -2.082  0.008
88 H 0.796 2.570 -5.013  0.345
89 H 1.589 3.964 -4.530  0.396
90 H 0.162 4.274 -6.638  0.348
91 H -0.239 5.370 -5.297  0.335
92 H -2.076 4.310 -7.627  0.279
93 H -2.332 5.578 -6.332  0.306
94 H -4.059 3.105 -6.650  0.321
95 H -4.460 4.590 -7.264  0.466
96 H -5.624 5.865 -5.714  0.342
97 H -4.101 6.480 -5.071  0.286
98 H -5.250 5.750 -3.970  0.227
99 C 0.832 2.603 0.806  -0.231
100 O 1.399 2.689 2.116  -0.326
101 C 2.791 2.703 2.176  0.145
102 C 3.186 2.339 3.608  -1.160
103 O 3.263 0.963 3.831  0.259
104 C 3.512 0.556 5.146  -0.872
105 C 3.573 -0.950 5.327  -0.037
106 O 4.583 -1.586 4.605  0.163
107 C 5.914 -1.300 4.920  -0.722
108 H 1.628 2.376 0.090  0.195
109 H 0.429 3.588 0.558  0.314
110 H 0.071 1.826 0.797  -0.140
111 H 3.289 3.640 1.906  0.393
112 H 3.263 1.909 1.575  -0.155
113 H 2.465 2.797 4.300  0.471
114 H 4.170 2.778 3.857  0.417
115 H 2.830 0.976 5.893  0.449
116 H 4.502 0.939 5.444  0.343
117 H 2.671 -1.396 4.897  -0.512
118 H 3.582 -1.164 6.403  0.470
119 H 6.217 -1.593 5.938  0.274
120 H 6.183 -0.271 4.702  0.250
121 H 6.565 -2.022 4.424  0.125
122 C -6.030 -5.283 -1.165  -0.808
123 O -6.130 -3.894 -1.458  -0.331
124 C -5.339 -3.116 -0.572  -0.462
125 C -5.449 -1.688 -1.039  -0.476
126 O -4.785 -1.498 -2.274  -0.110
127 C -4.707 -0.138 -2.693  -0.336
128 C -4.428 -0.060 -4.192  -0.231
129 O -5.431 -0.520 -5.067  -0.399
130 C -5.938 -1.849 -4.855  -0.547
131 H -6.596 -5.770 -1.952  0.272
132 H -6.162 -5.540 -0.111  0.305
133 H -4.973 -5.560 -1.320  0.320
134 H -4.302 -3.472 -0.570  0.191
135 H -5.821 -3.242 0.406  0.434
136 H -4.991 -0.953 -0.364  0.230
137 H -6.499 -1.394 -1.171  0.443
138 H -3.939 0.326 -2.065  0.126
139 H -5.619 0.440 -2.497  0.340
140 H -3.415 -0.377 -4.464  0.270
141 H -4.494 1.021 -4.379  0.165
142 H -5.230 -2.516 -4.374  0.203
143 H -6.165 -2.227 -5.852  0.281
144 H -6.851 -1.803 -4.261  0.218

***

Record 2
ORCA calculation (ωB97M-V/def2-TZVPD) on a molecular structure, C33H83F4Mn2NO13P2.

Results
Spin multiplicity: 11
Relative energy (zero: lowest compared OMol25 entry of this formula, charge and spin): 31.7 kcal per mole
Total charge: +2
Electronic energy: -5724.03647 Eh
HOMO energy (alpha / beta): -10.8 / -10.8 eV

Last column: Mulliken charge in e.
Element x y z (Å)
1 Mn -4.996 13.857 -6.531  0.898
2 Mn -3.866 9.591 -9.967  0.830
3 O -4.776 11.487 -10.034  1.841
4 P -5.386 12.891 -9.898  -2.716
5 O -5.369 13.609 -8.585  0.863
6 F -6.949 12.939 -10.313  0.596
7 F -4.614 13.912 -10.946  0.127
8 O -5.102 11.831 -6.518  -0.380
9 P -5.124 10.325 -6.702  0.176
10 O -4.577 9.699 -7.973  -0.179
11 F -6.675 9.929 -6.596  -0.246
12 F -4.372 9.692 -5.429  -0.241
13 C 0.103 11.191 -8.388  -1.555
14 C -0.959 10.059 -8.660  0.366
15 C -1.049 9.074 -7.491  -1.228
16 O -2.204 10.698 -8.850  0.075
17 H 1.113 10.917 -8.692  0.403
18 H 0.180 11.425 -7.326  0.425
19 H -0.089 12.120 -8.925  0.402
20 H -0.594 9.594 -9.576  0.307
21 H -1.763 8.273 -7.685  0.304
22 H -1.485 9.592 -6.637  0.238
23 H -0.109 8.615 -7.183  0.441
24 H -2.141 11.464 -8.275  0.024
25 C -8.647 14.324 -7.698  -1.236
26 C -7.885 15.044 -6.607  1.776
27 C -8.666 15.552 -5.438  -1.628
28 O -6.989 14.114 -6.080  -0.426
29 H -9.136 13.430 -7.311  0.702
30 H -8.067 14.037 -8.575  -0.302
31 H -9.443 14.934 -8.126  0.438
32 H -7.310 15.822 -7.110  -0.887
33 H -8.063 16.198 -4.801  0.328
34 H -9.099 14.780 -4.801  0.428
35 H -9.514 16.109 -5.836  0.384
36 H -7.576 13.433 -5.743  0.418
37 C -2.484 16.103 -12.908  -1.433
38 C -3.191 16.643 -11.635  0.962
39 C -2.897 18.118 -11.341  -1.316
40 O -4.532 16.490 -11.783  0.165
41 H -2.751 15.082 -13.183  0.200
42 H -1.397 16.148 -12.844  0.442
43 H -2.712 16.784 -13.727  0.341
44 H -2.946 15.949 -10.830  0.028
45 H -1.829 18.263 -11.180  0.422
46 H -3.442 18.406 -10.442  0.147
47 H -3.208 18.715 -12.198  0.309
48 H -4.659 15.543 -11.874  -0.377
49 C -3.311 17.768 -7.099  -1.436
50 C -4.095 16.856 -6.117  0.539
51 C -5.081 17.631 -5.307  -1.190
52 O -4.833 15.968 -6.946  0.735
53 H -2.472 18.292 -6.641  0.508
54 H -4.002 18.399 -7.658  0.275
55 H -2.706 17.229 -7.828  0.350
56 H -3.413 16.272 -5.500  0.502
57 H -5.764 17.081 -4.660  0.252
58 H -5.740 18.149 -6.004  0.139
59 H -4.524 18.387 -4.754  0.485
60 H -4.968 16.544 -7.702  -0.471
61 C -11.225 14.461 -12.138  -1.555
62 C -10.102 13.972 -11.221  1.831
63 C -10.327 12.699 -10.427  -1.179
64 O -9.052 13.625 -12.077  -0.278
65 H -10.977 15.437 -12.556  0.429
66 H -12.157 14.583 -11.586  0.458
67 H -11.416 13.851 -13.021  0.324
68 H -9.837 14.771 -10.529  -0.762
69 H -11.025 12.845 -9.602  0.407
70 H -9.420 12.358 -9.928  0.019
71 H -10.652 11.813 -10.974  0.297
72 H -8.445 13.236 -11.444  0.000
73 C -1.018 11.676 -12.506  -1.236
74 C -2.548 11.633 -12.188  1.498
75 C -3.454 11.880 -13.408  -1.638
76 O -2.741 10.325 -11.768  -0.359
77 H -0.555 10.701 -12.656  0.365
78 H -0.522 12.040 -11.606  0.271
79 H -0.899 12.340 -13.362  0.406
80 H -2.740 12.367 -11.405  -0.590
81 H -3.360 11.120 -14.183  0.567
82 H -3.240 12.816 -13.924  0.303
83 H -4.483 11.978 -13.060  0.082
84 H -2.193 9.780 -12.337  0.328
85 C -7.699 9.647 -9.648  -0.711
86 C -6.708 8.593 -10.118  0.538
87 C -7.399 7.465 -10.839  -1.578
88 O -5.685 9.076 -10.961  -0.570
89 H -8.430 9.219 -8.962  0.545
90 H -8.220 10.241 -10.399  0.283
91 H -7.054 10.367 -9.143  -0.377
92 H -6.240 8.146 -9.240  0.230
93 H -8.074 6.860 -10.233  0.396
94 H -6.665 6.716 -11.137  0.434
95 H -7.845 7.787 -11.779  0.403
96 H -6.097 9.308 -11.797  0.337
97 C -6.734 19.029 -10.017  -1.494
98 C -6.861 17.672 -9.350  0.302
99 C -7.615 16.676 -10.336  -0.668
100 O -5.590 17.169 -9.298  0.401
101 H -7.671 19.517 -10.289  0.410
102 H -6.124 18.923 -10.914  0.192
103 H -6.051 19.591 -9.381  0.372
104 H -7.378 17.805 -8.400  0.645
105 H -7.349 16.931 -11.362  0.324
106 H -8.690 16.816 -10.224  0.493
107 H -7.330 15.628 -10.249  -0.441
108 H -5.183 17.168 -10.168  -0.434
109 C -6.448 14.426 -13.731  0.098
110 C -6.739 15.345 -14.946  1.219
111 C -6.107 14.504 -16.076  -1.281
112 C -6.722 14.822 -17.468  -0.884
113 C -8.209 14.622 -17.391  -1.132
114 C -8.909 15.599 -16.371  1.150
115 N -8.217 15.532 -15.055  1.188
116 O -8.868 16.187 -14.018  -0.526
117 C -8.975 17.063 -16.843  -1.621
118 C -10.310 14.977 -16.121  -1.844
119 C -5.941 16.702 -14.872  -1.665
120 H -6.813 14.970 -12.860  -0.991
121 H -7.093 13.557 -13.858  0.647
122 H -5.421 14.062 -13.756  -0.208
123 H -5.053 14.729 -16.239  0.286
124 H -6.127 13.427 -15.909  0.479
125 H -6.551 15.833 -17.838  0.371
126 H -6.324 14.086 -18.166  0.422
127 H -8.400 13.602 -17.055  0.360
128 H -8.615 14.794 -18.388  0.474
129 H -9.427 17.778 -16.156  0.263
130 H -9.650 17.128 -17.696  0.481
131 H -7.984 17.379 -17.170  0.345
132 H -10.904 15.624 -15.476  0.401
133 H -10.264 14.019 -15.604  0.261
134 H -10.853 14.786 -17.047  0.443
135 H -6.259 17.346 -14.052  0.266
136 H -4.886 16.533 -14.658  0.147
137 H -6.036 17.219 -15.827  0.424
138 H -9.026 15.450 -13.423  0.063